(1)
A 2-piece molecular cluster, C7H17N overall. Source: the OMol25 dataset; level of theory: ωB97M-V/def2-TZVPD.

Structure (SMILES) ... [H]/N=C\CCC.CCC
Spin multiplicity ... 1
Energy above the lowest of the compared OMol25 structures with the same formula, charge and spin ... 322.26 kJ/mol
HOMO ... -9.08 eV
LUMO ... 0.964 eV
HOMO-LUMO gap ... 10.04 eV

Last column: natural (NBO) charge in e.
Positions of all 25 atoms, in Å:
H  -0.71  -0.13  0.29  0.362
N  0.09  0.33  0.82  -0.650
C  -0.86  1.22  0.87  0.139
C  -1.36  1.80  -0.45  -0.486
C  -0.36  2.92  -0.81  -0.389
C  0.84  2.35  -1.58  -0.622
H  -1.11  1.77  1.79  0.157
H  -2.38  2.18  -0.49  0.218
H  -1.25  0.99  -1.18  0.207
H  -0.01  3.32  0.15  0.203
H  -0.69  3.72  -1.44  0.215
H  1.69  3.02  -1.52  0.212
H  1.25  1.52  -0.99  0.223
H  0.64  2.01  -2.59  0.208
C  0.50  -2.48  1.76  -0.592
C  1.06  -2.73  0.35  -0.404
C  0.00  -2.89  -0.72  -0.597
H  1.18  -1.88  2.36  0.218
H  0.38  -3.41  2.31  0.191
H  -0.47  -2.04  1.64  0.195
H  1.62  -1.82  0.11  0.205
H  1.78  -3.54  0.38  0.195
H  0.33  -2.96  -1.75  0.211
H  -0.65  -3.73  -0.50  0.197
H  -0.67  -2.03  -0.68  0.182

***

(2)
C15H13NO2S2 as an isolated structure. Source: the OMol25 dataset; level of theory: ωB97M-V/def2-TZVPD.

Spin multiplicity ... 1
Energy above the lowest of the compared OMol25 structures with the same formula, charge and spin ... 1415.66 kJ/mol
HOMO ... -9.13 eV
LUMO ... -0.363 eV
HOMO-LUMO gap ... 8.77 eV

Last column: natural (NBO) charge in e.
Positions of all 33 atoms, in Å:
C  -0.27  3.89  -2.66  -0.583
C  0.09  2.60  -1.80  0.028
C  1.23  2.68  -0.88  -0.198
C  1.48  1.70  -0.17  -0.207
C  0.67  0.46  -0.42  0.142
C  -0.31  0.52  -1.18  -0.176
C  -0.71  1.69  -1.91  -0.246
H  -1.33  1.37  -2.79  0.230
H  -0.71  -0.49  -1.36  0.241
N  1.12  -0.57  0.56  -0.473
C  1.47  -1.77  0.11  0.650
O  1.30  -2.13  -1.18  -0.569
C  1.36  -2.81  1.16  -0.529
C  1.85  -1.79  2.50  -0.435
C  1.43  -0.47  1.80  0.683
O  1.33  0.74  2.60  -0.650
H  1.00  -2.02  3.34  0.256
H  2.76  -1.72  2.79  0.212
H  2.42  -3.57  1.11  0.289
S  0.05  -3.70  1.59  0.439
C  -1.22  -2.61  1.15  -0.494
C  -1.97  -2.32  0.24  -0.284
C  -2.87  -1.41  0.32  -0.224
C  -2.82  -0.60  1.53  -0.294
S  -1.41  -1.50  2.27  0.500
H  -3.39  0.04  1.77  0.165
H  -3.86  -1.21  -0.55  0.231
H  -1.81  -3.22  -0.66  0.222
H  2.28  1.98  0.58  0.261
H  1.64  3.77  -0.81  0.217
H  0.53  3.88  -3.63  0.189
H  -0.13  4.79  -2.34  0.198
H  -1.24  3.79  -3.07  0.208

***

(3)
A single C4H6INO molecule. Source: the OMol25 dataset; level of theory: ωB97M-V/def2-TZVPD.

Structure (SMILES) ... C[C@@H]1N=C(I)CO1
Spin multiplicity ... 1
Energy above the lowest of the compared OMol25 structures with the same formula, charge and spin ... 198.78 kJ/mol
HOMO ... -9.64 eV
LUMO ... 0.503 eV
HOMO-LUMO gap ... 10.14 eV

Last column: natural (NBO) charge in e.
Positions of all 13 atoms, in Å:
C  -0.28  -1.63  -1.25  -0.636
C  0.09  -0.27  -0.67  0.253
N  1.07  -0.24  0.62  -0.419
C  0.69  0.71  1.38  0.037
I  1.51  1.21  3.15  0.217
C  -0.51  1.41  0.83  -0.146
O  -0.92  0.66  -0.35  -0.530
H  0.64  -2.08  -1.37  0.226
H  -0.70  -1.46  -2.28  0.227
H  -0.83  -2.31  -0.60  0.217
H  0.77  0.15  -1.53  0.147
H  -1.25  1.31  1.57  0.203
H  -0.30  2.55  0.49  0.204

***

(4)
C42H39FN3O3PY as an isolated structure. Source: the OMol25 dataset; level of theory: ωB97M-V/def2-TZVPD.

Spin multiplicity ... 1
HOMO ... -8.51 eV
LUMO ... -3.373 eV
Total charge ... +1
HOMO-LUMO gap ... 5.14 eV

Last column: Löwdin charge in e.
Positions of all 90 atoms, in Å:
Y  0.07  -2.08  0.13  1.545
F  4.09  3.01  -2.09  0.072
C  2.86  3.18  -1.54  -0.192
C  2.06  2.09  -1.32  0.100
C  0.82  2.28  -0.71  -0.035
C  -0.03  1.11  -0.47  -0.279
O  0.34  -0.01  -0.90  -0.089
C  -1.24  1.35  0.23  -0.013
C  -1.59  2.63  0.53  0.062
N  -0.81  3.72  0.31  0.014
C  -1.29  5.03  0.67  -0.259
C  -0.62  5.76  1.80  -0.092
C  -2.00  5.21  1.98  -0.075
C  0.41  3.56  -0.31  -0.104
C  1.25  4.66  -0.58  0.085
C  2.47  4.47  -1.19  -0.169
N  3.32  5.60  -1.41  -0.100
C  3.83  5.75  -2.76  -0.149
C  4.36  7.16  -2.94  -0.081
N  5.45  7.39  -1.92  0.062
C  4.96  7.14  -0.51  -0.083
C  4.38  5.75  -0.43  -0.141
C  -2.16  0.23  0.68  -0.600
O  -3.36  0.44  0.76  0.070
O  -1.52  -0.84  0.98  -0.164
H  2.38  1.10  -1.60  0.145
H  -2.55  2.82  1.00  0.153
H  -1.63  5.62  -0.17  0.157
H  -0.48  6.83  1.71  0.106
H  0.18  5.23  2.31  0.114
H  -2.83  5.89  1.99  0.114
H  -2.11  4.34  2.62  0.113
H  0.95  5.66  -0.32  0.122
H  3.03  5.59  -3.48  0.152
H  4.63  5.03  -3.00  0.130
H  3.59  7.91  -2.74  0.142
H  4.79  7.32  -3.92  0.141
H  5.82  8.33  -2.00  0.184
H  6.22  6.75  -2.12  0.185
H  4.20  7.90  -0.31  0.142
H  5.81  7.28  0.16  0.140
H  3.97  5.61  0.57  0.147
H  5.17  5.00  -0.56  0.141
C  -2.62  -2.04  -3.70  -0.085
C  -1.89  -3.22  -3.64  -0.078
C  -1.77  -3.91  -2.44  -0.096
C  -2.39  -3.43  -1.28  -0.427
C  -3.11  -2.23  -1.35  -0.114
C  -3.23  -1.54  -2.56  -0.073
P  -2.25  -4.22  0.38  1.065
C  -3.71  -5.30  0.44  -0.377
C  -4.14  -5.72  1.70  -0.106
C  -5.21  -6.59  1.83  -0.084
C  -5.87  -7.04  0.69  -0.086
C  -5.46  -6.62  -0.56  -0.080
C  -4.38  -5.76  -0.69  -0.081
C  -0.82  -5.30  0.11  -0.467
C  -0.83  -6.69  0.14  -0.092
C  0.36  -7.38  -0.02  -0.096
C  1.54  -6.67  -0.22  -0.105
C  1.52  -5.28  -0.25  -0.158
C  0.35  -4.54  -0.08  -0.291
H  -2.71  -1.51  -4.64  0.102
H  -1.42  -3.61  -4.53  0.105
H  -1.20  -4.83  -2.40  0.109
H  -3.57  -1.83  -0.46  0.097
H  -3.80  -0.62  -2.59  0.109
H  -3.63  -5.35  2.59  0.100
H  -5.53  -6.92  2.81  0.103
H  -6.71  -7.72  0.79  0.103
H  -5.98  -6.97  -1.45  0.104
H  -4.06  -5.43  -1.67  0.102
H  -1.76  -7.23  0.29  0.100
H  0.37  -8.46  0.00  0.099
H  2.47  -7.21  -0.34  0.096
H  2.47  -4.77  -0.40  0.077
C  2.17  -1.58  1.19  -0.220
C  1.41  -1.62  2.45  -0.411
C  0.96  -0.44  3.08  -0.081
C  0.10  -0.48  4.16  -0.091
C  -0.36  -1.69  4.65  -0.094
C  0.05  -2.87  4.05  -0.078
C  0.92  -2.83  2.96  -0.093
H  2.88  -2.40  1.09  0.039
H  2.65  -0.62  1.00  0.030
H  1.32  0.52  2.70  0.103
H  -0.21  0.45  4.62  0.099
H  -1.04  -1.72  5.49  0.099
H  -0.30  -3.82  4.41  0.107
H  1.25  -3.76  2.50  0.103

***

(5)
A 2-piece molecular cluster, C9H14 overall. Source: the OMol25 dataset; level of theory: ωB97M-V/def2-TZVPD.

Structure (SMILES) ... Cc1ccccc1.CC
Spin multiplicity ... 1
Energy above the lowest of the compared OMol25 structures with the same formula, charge and spin ... 119.67 kJ/mol
HOMO ... -8.74 eV
LUMO ... 0.983 eV
HOMO-LUMO gap ... 9.73 eV

Last column: natural (NBO) charge in e.
Positions of all 23 atoms, in Å:
C  1.37  1.37  0.55  -0.635
C  0.95  0.59  -0.67  -0.027
C  0.60  1.27  -1.84  -0.184
C  0.77  0.68  -3.10  -0.229
C  1.02  -0.69  -3.02  -0.222
C  0.90  -1.52  -1.90  -0.213
C  0.91  -0.81  -0.69  -0.218
H  2.20  0.85  1.05  0.225
H  0.55  1.54  1.26  0.223
H  1.59  2.41  0.28  0.219
H  0.35  2.34  -1.87  0.204
H  0.92  1.28  -3.98  0.224
H  0.97  -1.33  -3.93  0.201
H  0.84  -2.59  -2.03  0.220
H  0.85  -1.42  0.22  0.209
C  -1.43  0.00  2.77  -0.603
C  -2.32  -1.07  2.14  -0.612
H  -1.73  0.39  3.73  0.200
H  -0.39  -0.32  2.91  0.199
H  -1.44  0.90  2.13  0.196
H  -1.87  -1.15  1.15  0.211
H  -3.37  -0.70  2.19  0.208
H  -2.25  -2.04  2.64  0.202

***

(6)
A 2-piece molecular cluster, C6H15NSi2 overall. Source: the OMol25 dataset; level of theory: ωB97M-V/def2-TZVPD.

Structure (SMILES) ... C=C/[Si](CC)=N/[SiH3].C=C
Spin multiplicity ... 1
Energy above the lowest of the compared OMol25 structures with the same formula, charge and spin ... 152.94 kJ/mol
HOMO ... -8.68 eV
LUMO ... 0.185 eV
HOMO-LUMO gap ... 8.87 eV

Last column: natural (NBO) charge in e.
Positions of all 24 atoms, in Å:
C  1.82  1.13  2.61  -0.302
C  0.67  0.84  2.05  -0.740
Si  0.40  -0.48  0.82  1.924
C  1.82  -0.65  -0.44  -0.909
C  1.65  -0.62  -1.93  -0.605
N  -0.89  -1.43  0.88  -1.655
Si  -1.72  -2.97  0.93  1.113
H  1.87  1.88  3.33  0.195
H  2.84  0.65  2.29  0.190
H  -0.23  1.32  2.52  0.248
H  2.66  -0.02  -0.07  0.230
H  2.22  -1.72  -0.19  0.240
H  1.57  0.47  -2.18  0.209
H  2.58  -0.84  -2.50  0.208
H  0.93  -1.33  -2.20  0.223
H  -1.23  -3.38  2.26  -0.184
H  -3.30  -2.85  0.85  -0.186
H  -1.34  -3.80  -0.28  -0.201
C  -2.55  2.73  -1.48  -0.381
C  -1.53  1.89  -1.40  -0.408
H  -2.60  3.47  -2.24  0.192
H  -3.46  2.54  -0.92  0.191
H  -0.61  2.23  -1.91  0.194
H  -1.60  0.93  -0.81  0.213

***

(7)
A 2-piece molecular cluster, C3H12N2 overall. Source: the OMol25 dataset; level of theory: ωB97M-V/def2-TZVPD.

Structure (SMILES) ... CCN.CN
Spin multiplicity ... 1
Energy above the lowest of the compared OMol25 structures with the same formula, charge and spin ... 166.75 kJ/mol
HOMO ... -9.15 eV
LUMO ... 1.079 eV
HOMO-LUMO gap ... 10.23 eV

Last column: natural (NBO) charge in e.
Positions of all 17 atoms, in Å:
C  0.92  -0.54  1.14  -0.660
C  0.81  -1.24  -0.17  -0.236
N  0.29  -2.65  -0.02  -0.854
H  0.29  -1.26  1.81  0.220
H  1.80  -0.41  1.68  0.206
H  0.35  0.40  1.16  0.239
H  0.29  -0.71  -0.95  0.189
H  1.89  -1.24  -0.43  0.178
H  1.08  -3.31  -0.23  0.355
H  -0.42  -2.92  -0.68  0.358
C  -1.50  1.83  -0.84  -0.438
N  -0.37  2.39  -0.04  -0.816
H  -1.86  2.14  -1.80  0.186
H  -2.29  2.23  -0.11  0.194
H  -1.61  0.73  -0.74  0.187
H  0.41  2.60  -0.47  0.342
H  -0.67  3.25  0.40  0.351

***

(8)
A 7-piece molecular cluster, C20H57N3O7 overall. Source: the OMol25 dataset; level of theory: ωB97M-V/def2-TZVPD.

Expectation value of S² ... 0.750
Spin multiplicity ... 2
HOMO (alpha / beta) ... 0.51 / -6.99 eV
LUMO (alpha / beta) ... 2.473 / 2.415 eV
Total charge ... -1
HOMO-LUMO gap (alpha / beta) ... 1.96 / 9.40 eV

Last column: Löwdin spin population.
Positions of all 87 atoms, in Å:
C  -0.78  -5.48  -0.56  0.078
C  -0.66  -5.01  -2.02  0.026
C  0.11  -3.66  -2.25  0.009
O  0.28  -3.27  -3.63  0.002
C  -0.88  -2.90  -4.30  0.028
N  0.05  -6.07  -2.63  0.003
H  -1.24  -4.78  0.15  0.037
H  0.16  -5.71  -0.07  0.011
H  -1.31  -6.43  -0.61  0.009
H  -1.60  -5.01  -2.58  0.015
H  1.10  -3.79  -1.80  0.002
H  -0.41  -2.85  -1.74  0.007
H  -1.63  -2.43  -3.66  0.019
H  -1.45  -3.79  -4.57  0.005
H  -0.62  -2.28  -5.15  0.003
H  1.01  -6.12  -2.31  0.002
H  0.20  -5.64  -3.54  0.001
C  4.57  1.67  0.31  0.002
C  5.47  0.39  0.40  0.003
C  5.07  -0.58  -0.85  0.001
O  5.52  -1.94  -0.69  0.002
C  4.79  -2.71  0.27  0.014
N  6.84  0.78  0.39  0.000
H  4.51  2.34  -0.55  0.000
H  4.76  2.25  1.22  0.001
H  3.57  1.25  0.37  0.000
H  5.27  -0.02  1.39  0.002
H  5.53  -0.20  -1.76  0.000
H  4.01  -0.62  -1.13  0.001
H  4.98  -2.31  1.27  0.004
H  5.14  -3.74  0.34  0.003
H  3.71  -2.68  0.18  0.002
H  7.15  0.67  1.34  0.001
H  7.28  0.08  -0.19  0.000
C  -1.32  0.50  -1.59  0.017
C  -1.90  0.31  -0.22  0.029
C  -1.07  -0.69  0.51  0.028
O  0.32  -0.20  0.61  0.012
C  1.22  -1.25  0.70  0.023
N  -2.03  1.64  0.44  0.003
H  -1.93  1.20  -2.15  0.004
H  -1.20  -0.44  -2.12  0.004
H  -0.32  0.90  -1.71  0.000
H  -2.82  -0.25  -0.37  0.035
H  -1.15  -1.61  -0.07  0.020
H  -1.38  -0.87  1.54  0.015
H  1.25  -1.54  -0.35  0.001
H  0.93  -2.01  1.43  0.025
H  2.23  -0.91  0.94  0.002
H  -1.04  1.81  0.58  0.001
H  -2.28  1.48  1.40  0.003
C  -2.22  6.47  -1.44  0.001
C  -2.27  5.08  -0.67  0.002
O  -2.19  3.93  -1.51  0.006
H  -2.20  7.35  -0.81  0.000
H  -2.95  6.58  -2.25  0.000
H  -1.27  6.58  -1.97  0.000
H  -3.13  5.18  0.00  0.001
H  -1.37  5.13  -0.05  0.001
H  -2.12  3.22  -0.87  0.000
C  -1.72  0.64  5.11  0.021
C  -2.52  1.58  4.14  0.011
O  -2.81  2.75  4.82  0.003
H  -0.86  1.20  5.51  0.002
H  -1.38  -0.34  4.80  0.014
H  -2.24  0.42  6.04  0.002
H  -3.46  1.22  3.73  0.004
H  -1.88  1.74  3.28  0.001
H  -3.37  2.57  5.58  0.001
C  -4.52  -1.59  4.11  0.040
C  -4.53  -1.93  2.53  0.115
O  -4.87  -0.86  1.68  0.107
H  -3.90  -2.32  4.63  0.015
H  -5.53  -1.57  4.52  0.004
H  -4.12  -0.59  4.29  0.002
H  -5.27  -2.71  2.37  0.028
H  -3.57  -2.41  2.30  0.035
H  -5.02  -1.20  0.79  0.067
C  1.61  4.09  -1.50  0.001
C  1.80  4.13  -3.05  0.000
O  0.71  3.37  -3.59  0.001
H  2.42  4.76  -1.21  0.000
H  1.66  3.12  -1.00  0.000
H  0.68  4.55  -1.17  0.000
H  2.75  3.77  -3.44  0.000
H  1.73  5.19  -3.30  0.000
H  -0.07  3.40  -3.02  0.000